{"formula": "C3CdO", "method": "ωB97M-V with the def2-TZVPD basis set", "lumo_ev": [-7.454, -7.412], "mol_weight_g_mol": 164.4, "relative_energy_kcal_mol": 0.0, "charge": 1, "s2": 0.75, "homo_lumo_gap_ev": [5.4, 9.1], "spin_multiplicity": 2, "energy_ev": -9706.231, "species": ["C", "C", "O", "C", "Cd"], "coordinates": [[-0.15, -1.20, 1.35], [1.20, -0.82, 0.39], [1.06, -1.86, 1.28], [0.05, -0.17, 0.09], [-0.82, 1.47, -1.00]], "lowdin_spin": [0.008, 0.013, 0.002, 0.199, 0.779]}